1.
{
  "formula": "C61H72F3N6",
  "method": "the ωB97M-V functional and the def2-TZVPD basis",
  "charge": 1,
  "e_lumo_ev": -3.938,
  "mol_weight_g_mol": 946.3,
  "energy_ev": -81510.8007,
  "symbols": ["C", "C", "C", "C", "C", "C", "C", "C", "C", "C", "C", "C", "N", "N", "N", "C", "C", "C", "C", "C", "C", "C", "C", "C", "C", "C", "C", "C", "C", "C", "C", "C", "C", "F", "F", "F", "C", "C", "C", "C", "H", "H", "H", "H", "H", "H", "H", "H", "H", "H", "H", "H", "H", "H", "H", "H", "H", "H", "H", "H", "H", "H", "H", "H", "H", "H", "H", "H", "H", "H", "H", "H", "H", "H", "H", "H", "H", "H", "H", "H", "C", "N", "C", "C", "C", "C", "C", "C", "C", "C", "C", "C", "C", "C", "N", "C", "C", "C", "C", "C", "C", "C", "C", "N", "C", "C", "C", "C", "C", "C", "H", "H", "H", "H", "H", "H", "H", "H", "H", "H", "H", "H", "H", "H", "H", "H", "H", "H", "H", "H", "H", "H", "H", "H", "H", "H", "H", "H", "H", "H", "H", "H"],
  "xyz": [[2.98, 0.67, -2.80], [2.09, 1.90, -2.95], [1.81, 2.26, -4.41], [2.67, 3.08, -2.17], [3.83, 3.71, -2.63], [4.38, 4.79, -1.94], [3.73, 5.30, -0.81], [2.55, 4.72, -0.36], [1.75, 5.37, 0.77], [1.63, 6.89, 0.60], [2.34, 5.03, 2.14], [2.08, 3.54, -0.98], [0.89, 2.89, -0.49], [-0.21, 2.93, -1.28], [-1.19, 2.34, -0.55], [-2.56, 2.58, -0.95], [-3.01, 2.02, -2.16], [-2.09, 1.24, -3.08], [-2.10, 1.83, -4.49], [-2.44, -0.25, -3.05], [-4.36, 2.17, -2.50], [-5.23, 2.88, -1.68], [-4.74, 3.51, -0.54], [-3.39, 3.42, -0.19], [-2.85, 4.27, 0.95], [-3.37, 3.77, 2.29], [-3.19, 5.75, 0.73], [-0.69, 1.81, 0.63], [-1.47, 1.00, 1.53], [-1.08, 0.80, 2.88], [-1.71, -0.13, 3.69], [-2.86, -0.77, 3.23], [-3.59, -1.70, 4.14], [-4.60, -2.37, 3.54], [-2.74, -2.64, 4.68], [-4.14, -1.03, 5.22], [-3.34, -0.54, 1.95], [-2.66, 0.32, 1.10], [0.67, 2.14, 0.69], [1.66, 1.79, 1.60], [3.11, 0.42, -1.74], [2.52, -0.19, -3.30], [3.97, 0.85, -3.24], [1.13, 1.69, -2.49], [1.12, 3.11, -4.47], [2.73, 2.53, -4.95], [1.33, 1.41, -4.91], [4.30, 3.34, -3.55], [5.29, 5.26, -2.30], [4.11, 6.18, -0.30], [0.74, 4.94, 0.72], [1.27, 7.14, -0.40], [0.91, 7.26, 1.33], [2.59, 7.38, 0.77], [2.37, 3.95, 2.30], [3.36, 5.42, 2.22], [1.72, 5.48, 2.92], [-1.07, 1.38, -2.68], [-1.82, 2.90, -4.46], [-1.38, 1.31, -5.14], [-3.11, 1.75, -4.94], [-2.40, -0.63, -2.02], [-3.45, -0.41, -3.45], [-1.72, -0.83, -3.65], [-4.72, 1.72, -3.43], [-6.28, 2.98, -1.95], [-5.41, 4.10, 0.09], [-1.76, 4.17, 0.94], [-3.18, 2.69, 2.41], [-2.87, 4.29, 3.12], [-4.45, 3.94, 2.37], [-2.89, 6.08, -0.28], [-4.27, 5.93, 0.84], [-2.66, 6.38, 1.46], [-0.26, 1.41, 3.28], [-1.33, -0.35, 4.68], [-4.25, -1.02, 1.61], [-3.04, 0.47, 0.08], [1.42, 0.97, 2.26], [2.66, 2.17, 1.45], [9.01, -1.49, 6.47], [7.82, -2.23, 6.12], [8.10, -3.54, 5.56], [6.57, -1.66, 6.07], [5.49, -2.28, 5.36], [4.28, -1.63, 5.19], [4.02, -0.36, 5.77], [2.78, 0.33, 5.54], [2.48, 1.48, 6.24], [1.22, 1.96, 6.72], [1.10, 3.36, 7.10], [2.16, 4.28, 6.85], [2.07, 5.61, 7.17], [0.85, 6.18, 7.63], [0.72, 7.53, 7.76], [-0.56, 8.15, 8.04], [1.87, 8.42, 7.86], [-0.24, 5.30, 7.87], [-0.06, 3.93, 7.72], [0.11, 1.03, 6.90], [0.35, -0.32, 7.27], [-0.68, -1.19, 7.56], [-2.02, -0.72, 7.67], [-3.02, -1.52, 8.14], [-4.14, -1.01, 8.92], [-2.99, -2.96, 8.06], [-2.28, 0.62, 7.25], [-1.25, 1.41, 6.78], [5.03, 0.15, 6.64], [6.28, -0.44, 6.75], [8.90, -0.97, 7.43], [9.83, -2.20, 6.54], [9.26, -0.74, 5.71], [7.24, -4.21, 5.64], [8.39, -3.47, 4.50], [8.95, -3.95, 6.11], [5.64, -3.26, 4.89], [3.49, -2.08, 4.60], [2.08, -0.12, 4.84], [3.34, 2.11, 6.46], [3.09, 3.94, 6.42], [2.95, 6.24, 7.03], [-1.34, 7.74, 7.38], [-0.87, 7.98, 9.08], [-0.46, 9.22, 7.86], [2.74, 8.01, 7.35], [1.61, 9.37, 7.38], [2.14, 8.60, 8.91], [-1.21, 5.69, 8.19], [-0.84, 3.28, 8.11], [1.38, -0.66, 7.39], [-0.46, -2.23, 7.79], [-4.02, 0.06, 9.14], [-5.08, -1.18, 8.39], [-4.18, -1.56, 9.88], [-2.27, -3.32, 7.32], [-2.74, -3.39, 9.04], [-3.98, -3.32, 7.77], [-3.30, 1.01, 7.28], [-1.49, 2.39, 6.35], [4.83, 1.06, 7.21], [7.04, 0.03, 7.36]]
}

---

2.
{
  "formula": "C8H15N2",
  "method": "the ωB97M-V functional and the def2-TZVPD basis",
  "charge": 1,
  "e_lumo_ev": -3.745,
  "mol_weight_g_mol": 139.2,
  "energy_ev": -11510.4467,
  "symbols": ["C", "C", "C", "C", "C", "C", "C", "C", "N", "N", "H", "H", "H", "H", "H", "H", "H", "H", "H", "H", "H", "H", "H", "H", "H"],
  "xyz": [[3.60, 0.36, 0.66], [2.96, 1.58, 0.26], [2.90, -0.69, 0.25], [-2.42, 1.91, 0.03], [-0.63, -2.77, 0.12], [-2.13, 0.61, -0.70], [-1.82, -0.46, 0.33], [-1.53, -1.85, -0.26], [1.87, 1.17, -0.38], [1.86, -0.14, -0.37], [4.46, 0.34, 1.19], [3.30, 2.52, 0.26], [3.08, -1.77, 0.47], [-2.63, 2.77, -0.58], [-1.53, 2.20, 0.54], [-3.07, 1.80, 0.86], [1.07, -0.60, -0.74], [-0.72, -3.81, -0.27], [0.31, -2.70, 0.73], [-2.96, 0.18, -1.30], [-1.18, 0.63, -1.39], [-2.67, -0.56, 0.97], [-0.88, -0.27, 1.02], [-2.28, -2.19, -0.99], [1.04, 1.73, -0.72]]
}

---

3.
{
  "formula": "C41H94F6N8O11S2",
  "method": "the ωB97M-V functional and the def2-TZVPD basis",
  "charge": 6,
  "e_lumo_ev": -12.063,
  "mol_weight_g_mol": 1053.4,
  "energy_ev": -116399.7761,
  "symbols": ["C", "C", "O", "N", "H", "H", "C", "H", "H", "H", "H", "H", "H", "C", "C", "O", "N", "H", "H", "C", "H", "H", "H", "H", "H", "H", "C", "C", "O", "N", "H", "H", "C", "H", "H", "H", "H", "H", "H", "C", "C", "O", "N", "H", "H", "C", "H", "H", "H", "H", "H", "H", "C", "C", "O", "N", "H", "H", "C", "H", "H", "H", "H", "H", "H", "C", "C", "C", "N", "C", "C", "C", "C", "C", "H", "H", "H", "H", "H", "H", "H", "H", "H", "H", "H", "H", "H", "H", "H", "H", "H", "H", "C", "C", "C", "N", "C", "C", "C", "C", "C", "H", "H", "H", "H", "H", "H", "H", "H", "H", "H", "H", "H", "H", "H", "H", "H", "H", "H", "C", "C", "C", "N", "C", "C", "C", "C", "C", "H", "H", "H", "H", "H", "H", "H", "H", "H", "H", "H", "H", "H", "H", "H", "H", "H", "H", "C", "F", "F", "F", "S", "O", "O", "O", "C", "F", "F", "F", "S", "O", "O", "O"],
  "xyz": [[1.11, -2.02, 2.99], [0.67, -3.02, 4.03], [0.09, -4.02, 3.78], [1.02, -2.78, 5.48], [1.23, -3.67, 5.95], [1.80, -2.14, 5.60], [-0.20, -2.24, 6.23], [2.15, -2.21, 2.71], [1.04, -0.99, 3.33], [0.54, -2.22, 2.09], [-0.04, -2.37, 7.30], [-1.07, -2.79, 5.89], [-0.27, -1.16, 6.08], [-0.61, -3.16, -3.68], [-0.57, -1.96, -4.57], [-1.49, -1.26, -4.84], [0.81, -1.45, -4.94], [0.85, -0.46, -4.67], [1.50, -1.89, -4.33], [1.02, -1.50, -6.44], [0.31, -3.75, -3.74], [-1.43, -3.80, -4.00], [-0.72, -2.83, -2.65], [0.26, -0.83, -6.84], [0.80, -2.51, -6.76], [2.01, -1.15, -6.69], [1.60, 3.90, -3.02], [2.94, 4.12, -2.41], [3.10, 4.36, -1.27], [4.13, 4.39, -3.37], [3.88, 3.94, -4.25], [4.04, 5.40, -3.58], [5.59, 4.19, -3.04], [1.45, 4.69, -3.76], [0.87, 3.95, -2.22], [1.51, 2.93, -3.51], [5.83, 3.16, -2.82], [5.82, 4.84, -2.20], [6.07, 4.51, -3.96], [-6.39, 4.75, -0.82], [-5.49, 3.67, -1.28], [-5.37, 2.56, -0.88], [-4.66, 4.05, -2.49], [-5.09, 4.82, -3.00], [-3.79, 4.55, -2.16], [-4.31, 2.99, -3.47], [-7.19, 4.36, -0.20], [-6.78, 5.34, -1.65], [-5.82, 5.45, -0.19], [-3.45, 3.31, -4.04], [-5.17, 2.81, -4.10], [-4.13, 2.08, -2.89], [7.14, 0.85, -0.73], [7.60, 2.18, -0.24], [7.09, 3.23, -0.41], [8.91, 2.14, 0.55], [8.66, 1.75, 1.47], [9.56, 1.43, 0.20], [9.63, 3.44, 0.71], [6.12, 0.88, -1.09], [7.11, 0.15, 0.11], [7.84, 0.47, -1.46], [10.19, 3.47, 1.64], [8.94, 4.28, 0.65], [10.31, 3.54, -0.12], [1.48, -8.43, -3.17], [1.82, -7.93, -1.75], [1.05, -6.64, -1.46], [1.22, -6.04, -0.09], [0.38, -6.82, 0.87], [2.67, -5.97, 0.37], [3.22, -4.77, -0.37], [2.06, -3.76, -0.41], [0.81, -4.59, -0.08], [1.93, -9.40, -3.31], [1.93, -7.73, -3.88], [0.42, -8.48, -3.37], [2.87, -7.65, -1.72], [1.49, -8.71, -1.06], [-0.01, -6.69, -1.71], [1.43, -5.89, -2.16], [-0.66, -6.67, 0.57], [0.51, -6.40, 1.87], [0.67, -7.86, 0.80], [2.54, -5.77, 1.44], [3.18, -6.90, 0.18], [4.15, -4.42, 0.06], [3.45, -5.14, -1.38], [2.19, -3.03, 0.38], [2.05, -3.24, -1.37], [0.40, -4.42, 0.91], [0.01, -4.39, -0.79], [-8.56, -1.21, -0.30], [-7.24, -1.86, -0.71], [-6.08, -1.08, -0.10], [-4.75, -1.78, -0.18], [-4.37, -2.16, -1.57], [-4.67, -2.96, 0.76], [-3.19, -3.13, 1.18], [-2.51, -1.80, 0.77], [-3.67, -0.89, 0.40], [-8.66, -0.19, -0.69], [-8.66, -1.07, 0.77], [-9.39, -1.78, -0.71], [-7.17, -1.77, -1.80], [-7.23, -2.92, -0.47], [-6.27, -0.84, 0.94], [-5.92, -0.13, -0.61], [-5.15, -2.81, -1.97], [-3.44, -2.72, -1.51], [-4.25, -1.25, -2.14], [-5.07, -3.84, 0.26], [-5.32, -2.77, 1.61], [-2.75, -4.00, 0.72], [-3.22, -3.21, 2.26], [-1.71, -1.90, 0.05], [-2.04, -1.39, 1.67], [-3.43, -0.10, -0.31], [-4.09, -0.43, 1.29], [-1.84, 5.01, 6.07], [-1.43, 4.34, 4.75], [-0.15, 3.55, 4.88], [0.41, 3.07, 3.58], [-0.50, 2.21, 2.76], [1.69, 2.31, 3.82], [2.50, 2.37, 2.52], [2.07, 3.69, 1.90], [0.95, 4.22, 2.78], [-1.01, 5.52, 6.57], [-2.20, 4.27, 6.79], [-2.63, 5.72, 5.87], [-1.29, 5.17, 4.05], [-2.24, 3.74, 4.34], [-0.33, 2.66, 5.50], [0.63, 4.05, 5.45], [0.01, 1.91, 1.86], [-1.43, 2.75, 2.63], [-0.67, 1.32, 3.38], [1.49, 1.30, 4.18], [2.19, 2.77, 4.67], [2.32, 1.51, 1.87], [3.56, 2.25, 2.75], [1.84, 3.59, 0.85], [2.84, 4.45, 1.93], [0.18, 4.80, 2.29], [1.44, 4.85, 3.53], [-0.70, 6.20, 0.04], [-0.68, 6.69, 1.29], [-0.65, 7.22, -0.80], [0.39, 5.41, -0.11], [-2.25, 5.22, -0.21], [-3.34, 6.07, 0.15], [-2.18, 4.92, -1.65], [-2.08, 4.06, 0.65], [-0.84, 0.84, -1.76], [-1.35, 1.57, -0.79], [-1.67, -0.17, -2.09], [-0.66, 1.60, -2.83], [0.76, 0.10, -1.18], [0.46, -0.50, 0.12], [1.11, -0.89, -2.21], [1.68, 1.23, -1.14]]
}

---

4.
{
  "formula": "C29H45BN6O2RbS",
  "method": "the ωB97M-V functional and the def2-TZVPD basis",
  "charge": -1,
  "e_lumo_ev": 2.268,
  "mol_weight_g_mol": 638.1,
  "energy_ev": -56010.4314,
  "symbols": ["Rb", "C", "C", "C", "C", "C", "C", "N", "N", "B", "N", "C", "C", "C", "N", "C", "C", "C", "N", "C", "C", "C", "N", "C", "C", "C", "H", "H", "H", "H", "H", "H", "H", "H", "H", "H", "H", "H", "H", "H", "H", "H", "H", "H", "H", "H", "H", "H", "H", "H", "H", "H", "H", "H", "C", "S", "O", "C", "C", "C", "C", "C", "C", "H", "H", "H", "H", "H", "H", "H", "H", "C", "C", "C", "C", "O", "H", "H", "H", "H", "H", "H", "H", "H", "H"],
  "xyz": [[0.11, -0.05, 0.54], [-4.29, 2.59, 0.36], [-3.80, 1.41, -0.48], [-4.93, 0.82, -1.32], [-2.63, 1.82, -1.34], [-2.55, 1.95, -2.74], [-1.25, 2.37, -2.96], [-0.63, 2.47, -1.77], [-1.47, 2.15, -0.77], [0.87, 2.85, -1.56], [1.74, 1.57, -1.73], [1.71, 0.72, -2.77], [2.73, -0.20, -2.62], [3.37, 0.20, -1.43], [2.76, 1.26, -0.90], [4.52, -0.43, -0.71], [5.70, 0.53, -0.60], [4.07, -0.91, 0.67], [1.09, 3.50, -0.21], [1.33, 4.80, 0.01], [1.35, 5.02, 1.37], [1.10, 3.75, 1.92], [0.95, 2.85, 0.96], [0.94, 3.34, 3.36], [-0.54, 3.19, 3.70], [1.62, 4.32, 4.30], [-5.10, 2.28, 1.03], [-4.67, 3.39, -0.29], [-3.48, 3.00, 0.96], [-3.43, 0.64, 0.20], [-5.35, 1.57, -1.99], [-5.73, 0.47, -0.67], [-4.58, -0.01, -1.93], [-3.32, 1.77, -3.47], [-0.73, 2.62, -3.87], [1.14, 3.64, -2.43], [0.95, 0.81, -3.54], [2.97, -1.03, -3.26], [4.84, -1.30, -1.30], [5.39, 1.42, -0.05], [6.05, 0.85, -1.58], [6.54, 0.07, -0.07], [3.79, -0.05, 1.28], [4.86, -1.46, 1.18], [3.20, -1.56, 0.59], [1.48, 5.47, -0.82], [1.53, 5.95, 1.88], [1.42, 2.36, 3.47], [-1.05, 4.15, 3.61], [-0.67, 2.83, 4.73], [-1.03, 2.50, 3.02], [1.16, 5.31, 4.23], [2.68, 4.43, 4.07], [1.53, 3.99, 5.34], [-4.18, -2.71, 0.49], [-2.37, -2.67, 0.75], [-2.16, -1.23, 1.10], [-1.98, -2.82, -1.00], [-1.92, -1.68, -1.78], [-1.63, -1.79, -3.13], [-1.42, -3.04, -3.69], [-1.50, -4.18, -2.90], [-1.77, -4.07, -1.55], [-4.45, -1.89, -0.18], [-4.62, -2.55, 1.47], [-4.49, -3.67, 0.09], [-2.07, -0.71, -1.32], [-1.57, -0.89, -3.73], [-1.19, -3.13, -4.75], [-1.32, -5.16, -3.34], [-1.80, -4.95, -0.92], [1.77, -3.46, 2.56], [0.93, -3.84, 1.32], [1.87, -4.41, 0.24], [-0.03, -4.97, 1.75], [0.25, -2.76, 0.84], [2.35, -4.30, 2.95], [1.09, -3.11, 3.35], [2.45, -2.65, 2.32], [2.43, -5.29, 0.58], [2.59, -3.65, -0.07], [1.28, -4.68, -0.64], [0.50, -5.84, 2.18], [-0.60, -5.32, 0.89], [-0.73, -4.59, 2.50]]
}

---

5.
{
  "formula": "C2H2BrP",
  "method": "the ωB97M-V functional and the def2-TZVPD basis",
  "spin_multiplicity": 3,
  "e_lumo_ev": [0.269, -2.033],
  "mol_weight_g_mol": 136.9,
  "energy_ev": -81433.5037,
  "s_squared": 2.0148,
  "symbols": ["C", "C", "P", "Br", "H", "H"],
  "xyz": [[-0.34, 0.72, 0.08], [-0.68, -0.02, 1.10], [1.30, 0.02, -0.32], [0.69, -1.39, -1.92], [-0.77, 1.55, -0.34], [-0.20, -0.88, 1.41]]
}